A 8-piece molecular cluster, C16H52O20P4 overall in a non-equilibrium geometry. Source: the OMol25 dataset; level of theory: wB97M-V/def2-TZVPD.

Largest force on an atom = 3.89 eV/Å
Electronic energy = -3511.1994 hartree
SMILES string = COP(=O)(OC)OC.COP(=O)(OC)OC.COP(=O)(OC)OC.COP(=O)(OC)OC.CO.CO.CO.CO

CARTESIAN COORDINATES (ANGSTROEM)
C1 7.88 1.64 -4.42
O1 8.13 3.04 -4.38
P1 8.24 3.88 -2.96
O2 9.35 3.31 -2.08
O3 8.45 5.39 -3.40
C2 7.44 6.09 -4.12
O4 6.77 3.78 -2.37
C3 6.39 4.60 -1.31
H1 6.89 1.49 -4.84
H2 7.87 1.17 -3.44
H3 8.67 1.22 -5.05
H4 7.71 6.39 -5.13
H5 7.21 6.91 -3.44
H6 6.49 5.56 -4.20
H7 5.97 5.53 -1.71
H8 7.19 4.92 -0.65
H9 5.64 4.05 -0.74
C4 1.95 -6.74 -1.67
O5 3.32 -7.01 -1.27
P2 4.38 -5.73 -1.34
O6 3.72 -4.40 -1.47
O7 5.51 -6.15 -2.42
C5 6.36 -7.27 -2.20
O8 5.13 -5.89 0.10
C6 4.33 -5.80 1.30
H10 2.11 -5.96 -2.42
H11 1.21 -6.33 -0.99
H12 1.53 -7.55 -2.26
H13 7.18 -7.19 -2.92
H14 5.82 -8.20 -2.39
H15 6.71 -7.33 -1.17
H16 4.51 -4.88 1.86
H17 4.42 -6.70 1.90
H18 3.27 -5.91 1.07
C7 -0.58 0.27 -6.36
O9 -1.08 0.67 -7.68
P3 -2.66 0.46 -7.90
O10 -3.12 0.31 -9.32
O11 -3.22 1.73 -7.09
C8 -4.51 2.30 -7.31
O12 -3.01 -0.81 -6.94
C9 -4.29 -1.45 -6.98
H19 0.22 0.98 -6.14
H20 -0.17 -0.74 -6.40
H21 -1.26 0.23 -5.51
H22 -4.99 2.34 -6.33
H23 -5.14 1.64 -7.92
H24 -4.40 3.31 -7.68
H25 -4.51 -1.73 -5.95
H26 -4.28 -2.37 -7.57
H27 -5.09 -0.81 -7.36
C10 -6.42 6.28 7.03
O13 -6.43 7.57 6.44
P4 -5.00 8.15 5.89
O14 -3.88 8.16 6.86
O15 -4.73 7.20 4.55
C11 -4.25 5.94 4.75
O16 -5.34 9.59 5.26
C12 -6.43 9.67 4.36
H28 -6.94 6.24 7.98
H29 -5.46 5.79 7.22
H30 -6.89 5.64 6.28
H31 -3.63 5.77 3.86
H32 -5.01 5.18 4.94
H33 -3.63 5.80 5.64
H34 -6.04 9.86 3.36
H35 -7.09 10.53 4.46
H36 -7.12 8.84 4.22
C13 -7.26 -1.48 3.20
O17 -7.98 -0.51 3.97
H37 -6.67 -2.16 3.81
H38 -7.93 -2.23 2.77
H39 -6.57 -1.14 2.42
H40 -8.60 -0.92 4.58
C14 -2.03 -8.39 3.70
O18 -2.25 -8.55 5.10
H41 -1.11 -8.91 3.42
H42 -2.83 -8.82 3.10
H43 -1.77 -7.38 3.40
H44 -1.38 -8.38 5.47
C15 1.36 -4.36 7.89
O19 1.45 -5.79 7.98
H45 1.21 -4.16 6.83
H46 0.56 -3.85 8.43
H47 2.35 -3.99 8.19
H48 1.74 -5.97 8.87
C16 -0.94 -0.95 0.96
O20 0.12 -0.15 0.48
H49 -0.51 -1.83 1.43
H50 -1.49 -0.48 1.77
H51 -1.51 -1.32 0.10
H52 0.69 -0.76 0.02